No. 1
Here is 2 unconnected molecules or ions with the total composition C4H8O at a distorted geometry from the OMol25 dataset. Energies are from ωB97M-V/def2-TZVPD.

Positions of all 13 atoms, in Å:
C -2.25809 0.50282 -1.43372
C -2.09095 -0.58449 -0.67194
H -1.96231 0.56420 -2.47398
H -2.54358 1.46139 -1.01184
H -1.63284 -1.47620 -1.08268
H -2.35337 -0.69129 0.37417
O 1.84298 -1.08056 0.46402
C 1.22121 -0.08061 0.27921
C 1.28289 1.05033 1.25280
H 0.42367 0.01032 -0.50123
H 1.14662 1.97016 0.67799
H 0.50363 1.02259 2.02048
H 2.24609 1.06282 1.76410

The total charge is +1. The value obtained for the HOMO-LUMO gap (spin up / spin down) is 0.3569 / 0.1695 Eh. As for the expectation value of S²: 0.761. The HOMO energy (spin up / spin down) is -15.22 / -14.41 eV. Its spin multiplicity is 2. The value obtained for the energy above the lowest of the compared OMol25 structures with the same formula, charge and spin is 204.26 kJ/mol.

=====

No. 2
Here is 2 unconnected molecules or ions with the total composition C4H8O2 at a distorted geometry from the OMol25 dataset. Energies are from ωB97M-V/def2-TZVPD.

Positions of all 14 atoms, in Å:
C 1.84334 0.42832 0.19037
C 0.83755 -0.43014 0.18645
C -0.54631 0.07611 0.12788
O -0.75370 1.21154 -0.61114
C -1.65115 -0.64431 0.73075
O -0.76634 0.05066 1.58167
H 1.65522 1.49154 0.06204
H 2.86094 0.08092 0.27878
H 0.94548 -1.49891 0.33553
H -1.67683 1.48376 -0.51916
H -2.60724 -0.12887 0.73690
H -1.70003 -1.72896 0.77108
H 1.11709 -0.13566 -1.88945
H 0.48699 -0.37741 -2.19750

The total charge is 0. The value obtained for the HOMO-LUMO gap is 0.3643 Eh. Its structure (SMILES) is C=C[C@@]1(O)CO1.[H][H]. The HOMO energy is -9.12 eV. The value obtained for the energy above the lowest of the compared OMol25 structures with the same formula, charge and spin is 430.57 kJ/mol.

=====

No. 3
Here is a molecular structure, C4H8O2 from the OMol25 dataset. Energies are from ωB97M-V/def2-TZVPD.

Positions of all 14 atoms, in Å:
C -1.03797 0.38373 -1.06479
C -0.03760 0.44818 0.07173
O 0.08363 1.73095 0.64116
C -0.03117 -0.64608 1.01658
C 1.38950 -0.00949 -0.30536
O 1.37610 -1.53484 0.13950
H -2.06217 0.58337 -0.71910
H -1.02359 -0.60732 -1.53158
H -0.75812 1.11613 -1.82619
H -0.80958 2.06839 0.78516
H 0.42000 -0.45663 1.98414
H -0.67183 -1.52477 0.95214
H 2.10478 0.41134 0.41222
H 1.15509 -2.01196 -0.67436

The total charge is 0. The value obtained for the HOMO-LUMO gap is 0.2624 Eh. The HOMO energy is -7.01 eV. The value obtained for the energy above the lowest of the compared OMol25 structures with the same formula, charge and spin is 592.90 kJ/mol.

=====

No. 4
Here is a single C4H8O2 molecule from the OMol25 dataset. Energies are from ωB97M-V/def2-TZVPD.

Positions of all 14 atoms, in Å:
O 1.79524 0.51969 1.09731
C 0.68086 0.70777 1.53181
C -0.58789 0.65939 0.72075
C -0.38556 0.41478 -0.77220
C -0.17942 -1.05637 -1.12826
O 0.79007 -1.69742 -0.33189
H 0.54057 0.96518 2.60302
H -1.09342 1.61916 0.89844
H -1.23459 -0.10552 1.17472
H -1.25965 0.78043 -1.32291
H 0.47547 1.00126 -1.11735
H 0.06223 -1.13025 -2.20138
H -1.11385 -1.61031 -0.97328
H 1.50995 -1.06779 -0.17878

The total charge is 0. The value obtained for the HOMO-LUMO gap is 0.4075 Eh. Its structure (SMILES) is O=CCCCO. The HOMO energy is -10.13 eV. The value obtained for the energy above the lowest of the compared OMol25 structures with the same formula, charge and spin is 105.49 kJ/mol.